[1]
60
Properties=species:S:1:pos:R:3:forces:R:3:lowdin_charge:R:1 method="wB97M-V/def2-TZVPD" e_lumo_ev=-7.39 homo_ev=-11.09 total_charge=+2 e_above_lowest_kj_mol=188.1
P 1.3704 2.2209 0.9447 1.9 1.2 -3.0 0.94
P 1.8471 -0.1906 -2.1222 -1.2 -4.7 -1.7 0.81
C 2.7908 1.7392 -0.0910 0.7 0.3 0.2 -0.29
C 2.4899 1.4387 -1.5684 -0.3 0.6 0.5 -0.27
H 3.3590 0.9243 0.3859 -0.2 0.4 -0.2 0.09
H 3.4504 2.6231 -0.0530 0.0 -0.3 0.0 0.11
H 1.8599 2.2318 -2.0028 0.2 -0.3 0.1 0.09
H 3.4496 1.5065 -2.1090 -0.4 -0.2 0.1 0.12
C 3.3710 -1.0981 -2.5733 0.6 0.5 -0.6 -0.19
H 3.1284 -2.1326 -2.8466 0.1 0.4 0.0 0.07
H 4.0636 -1.1067 -1.7181 -0.3 -0.1 -0.2 0.07
H 3.8431 -0.5978 -3.4219 0.3 -0.2 0.0 0.05
C 1.2990 0.2427 -3.8410 1.0 1.2 -0.8 -0.19
H 2.1911 0.3446 -4.4716 -0.4 0.3 -0.3 0.05
H 0.7400 1.1884 -3.8735 0.0 -0.2 -0.2 0.05
H 0.6693 -0.5560 -4.2551 0.3 0.2 0.3 0.06
C 1.9431 2.0324 2.6383 -0.4 -0.4 0.6 -0.15
H 1.1587 2.3235 3.3504 0.3 0.0 -0.1 0.07
H 2.8061 2.7030 2.7862 -0.3 -0.1 -0.3 0.10
H 2.2737 1.0050 2.8502 -0.2 0.3 -0.1 0.08
C 1.1211 3.9959 0.6991 0.1 0.1 0.2 -0.15
H 0.7771 4.2092 -0.3210 0.1 -0.1 0.2 0.08
H 2.0726 4.5170 0.8775 -0.3 -0.1 0.0 0.08
H 0.3725 4.3634 1.4178 0.2 0.0 -0.2 0.08
Ti -1.9300 -0.1187 2.5520 0.4 0.9 -2.3 1.21
C 0.2712 -1.2268 -1.8028 -1.4 2.2 -2.2 -0.33
C 1.3625 -1.6253 -0.9270 3.6 0.7 2.3 -0.34
C 1.5683 -1.3629 0.5312 -0.4 -1.0 0.7 -0.18
C 0.2623 -1.0966 1.2991 1.0 -0.9 0.7 -0.22
C -0.2060 0.3196 1.2875 -4.4 -0.4 2.1 -0.30
C -0.1041 1.4186 0.2401 -1.1 0.2 2.6 -0.34
C -0.6346 1.1030 -1.1779 -0.2 0.2 -0.6 -0.14
C -0.9296 -0.3770 -1.4804 -0.2 -0.3 0.0 -0.18
C -3.2159 1.4430 2.3249 -0.1 -0.2 0.2 -0.15
H 0.0755 -1.9169 -2.6357 0.0 0.1 0.5 0.13
H 1.8454 -2.5572 -1.2437 -0.2 0.4 0.2 0.12
H 2.2888 -0.5532 0.7213 -0.4 -0.2 0.2 0.07
H 2.0298 -2.2571 0.9718 0.0 0.2 0.0 0.13
H -0.4829 -1.8378 0.9579 0.3 0.5 -0.1 0.12
H 0.4963 -1.3632 2.3519 -0.2 0.1 -0.2 0.13
H -0.1399 0.7684 2.3439 0.7 0.1 -0.6 0.06
H -0.8088 2.2148 0.5666 0.1 -0.5 0.2 0.11
H -0.0047 1.5654 -1.9494 -0.3 -0.4 0.2 0.07
H -1.5965 1.6305 -1.2835 0.3 0.0 0.3 0.14
H -1.5710 -0.8255 -0.7088 0.1 0.4 0.0 0.07
H -1.5733 -0.3779 -2.3740 0.3 0.1 0.2 0.14
H -3.9291 1.2041 1.5132 0.3 0.2 0.4 0.04
H -2.7332 2.4115 2.1243 -0.1 -0.2 0.1 0.03
H -3.7668 1.4796 3.2919 0.1 0.1 -0.4 0.05
F -2.2092 -1.9343 3.5003 -0.1 -0.8 -0.6 -0.05
C -2.8102 -2.3985 2.2515 -0.6 0.4 -1.1 -0.15
C -2.9907 -1.3661 1.3143 -0.2 -0.7 1.2 -0.09
C -3.7404 -1.6659 0.1742 0.1 0.5 -0.1 -0.18
F -4.0572 -0.7057 -0.7379 0.5 -1.1 1.0 0.10
C -4.1647 -2.9769 -0.0338 -0.6 0.0 -1.2 -0.09
F -4.8199 -3.2897 -1.1693 0.6 0.3 1.2 0.15
C -3.8942 -3.9914 0.8915 0.0 -1.0 -0.2 -0.07
F -4.2747 -5.2506 0.6150 0.4 1.4 0.4 0.17
C -3.1930 -3.7166 2.0723 0.5 -0.8 0.9 -0.10
F -2.8669 -4.6944 2.9460 -0.6 1.1 -0.9 0.15


[2]
62
Properties=species:S:1:pos:R:3:forces:R:3:lowdin_charge:R:1 method="wB97M-V/def2-TZVPD" e_lumo_ev=-10.14 homo_ev=-16.29 total_charge=+3 e_above_lowest_kj_mol=45.3
Pt -1.2886 -0.8199 0.4066 -0.7 -2.0 -1.9 1.14
C -3.1151 -4.1693 0.6130 0.2 0.0 -0.1 -0.29
Se -3.3783 -2.2641 0.8638 0.4 0.3 0.4 1.09
C -4.3647 -1.8853 -0.7653 0.0 0.1 -0.2 -0.45
C -3.5331 -2.0153 -2.0171 -0.1 -0.1 0.0 -0.43
Se -1.9351 -0.8864 -2.0125 0.3 0.0 0.4 1.10
C -0.7490 -2.1921 -2.8164 0.1 0.0 0.0 -0.29
H -4.1003 -4.6238 0.7028 0.0 0.0 0.0 0.06
H -2.4807 -4.5408 1.4147 0.0 0.0 0.0 0.05
H -2.6777 -4.4012 -0.3545 0.0 0.0 0.0 0.04
H -4.7743 -0.8884 -0.6326 0.0 0.0 0.0 0.08
H -5.1927 -2.5963 -0.7889 0.0 0.0 0.1 0.11
H -4.1125 -1.7075 -2.8896 0.0 0.0 0.0 0.11
H -3.1803 -3.0309 -2.1875 0.0 0.0 0.0 0.08
H -1.1634 -2.4655 -3.7855 0.0 0.0 0.0 0.07
H -0.6764 -3.0571 -2.1652 0.0 -0.1 0.0 0.03
H 0.2255 -1.7307 -2.9608 0.0 0.0 0.0 0.04
N 0.0339 0.6956 -0.0364 -0.2 0.2 0.1 -0.46
S 1.4707 0.6629 -0.8397 0.0 -0.1 0.1 1.11
C 1.4087 2.0226 -1.9934 -0.1 0.0 -0.1 -0.39
C 2.6157 2.5747 -2.4089 0.0 0.0 0.0 -0.06
C 2.5887 3.5739 -3.3688 0.0 0.0 0.0 -0.02
C 1.3800 4.0054 -3.9004 0.0 0.0 0.0 -0.02
C 0.1854 3.4381 -3.4796 0.0 0.0 0.0 -0.03
C 0.1916 2.4302 -2.5263 0.0 0.0 0.0 -0.09
C 2.6715 1.1916 0.3454 0.0 0.0 0.0 -0.45
C 2.5950 2.4578 0.9264 0.0 -0.1 0.1 -0.08
C 3.5536 2.8116 1.8588 0.0 0.0 0.0 -0.03
C 4.5678 1.9159 2.1968 0.0 0.0 0.0 -0.02
C 4.6308 0.6602 1.6102 0.0 0.0 0.0 -0.03
C 3.6746 0.2860 0.6742 0.0 0.0 0.0 -0.07
H -0.4811 1.5618 -0.1746 0.2 0.1 0.0 0.02
H 3.5599 2.2406 -2.0000 0.0 0.0 0.0 0.12
H 3.5172 4.0202 -3.6976 0.0 0.0 0.0 0.13
H 1.3707 4.7828 -4.6522 0.0 0.0 0.0 0.13
H -0.7521 3.7813 -3.8952 0.0 0.0 0.0 0.13
H -0.7422 1.9824 -2.2153 -0.1 0.0 0.0 0.08
H 1.8143 3.1566 0.6515 0.0 0.0 -0.1 0.13
H 3.5232 3.7940 2.3107 0.0 0.0 0.0 0.13
H 5.3199 2.2074 2.9179 0.0 0.0 0.0 0.13
H 5.4297 -0.0226 1.8649 0.0 0.0 0.0 0.13
H 3.7257 -0.6853 0.1985 0.0 0.0 0.0 0.11
I -1.1827 -0.8490 6.5778 0.0 0.0 0.0 1.03
C -0.7051 -0.5318 4.6049 0.0 0.0 0.0 -0.75
C 0.2585 0.3256 4.0944 -0.1 -0.1 0.0 -0.07
N 0.2341 0.2228 2.7617 0.1 0.0 0.1 0.03
N -0.6766 -0.6892 2.3656 -0.5 0.4 0.3 -0.18
C -1.2775 -1.1256 3.4873 0.2 -0.1 0.0 -0.17
H 0.9445 0.9842 4.6030 0.0 0.0 0.0 0.15
H 0.7920 0.7143 2.0751 0.0 0.0 0.0 0.11
H -2.0710 -1.8542 3.4556 0.0 0.0 0.0 0.10
C 1.3732 -2.8533 -0.0916 0.2 -0.1 0.1 -0.05
O -0.0292 -2.6950 0.2697 0.0 0.4 0.0 -0.27
H 1.5248 -3.8546 -0.4902 -0.1 0.0 0.0 0.11
H 2.0083 -2.7001 0.7796 0.0 0.0 0.0 0.10
H 1.5981 -2.1191 -0.8535 0.0 0.0 -0.1 0.05
H -0.2100 -3.3277 0.9772 -0.1 0.1 0.1 0.10
C -2.7782 1.6719 0.9062 0.0 0.0 0.1 -0.12
O -2.8051 0.3913 0.2591 0.2 0.7 0.4 -0.57
H -2.8468 2.4571 0.1516 0.0 0.0 0.0 0.10
H -1.8724 1.8200 1.4983 0.0 0.0 0.0 0.07
H -3.6351 1.7413 1.5763 0.0 0.0 0.0 0.10


[3]
57
Properties=species:S:1:pos:R:3:forces:R:3:mulliken_spin:R:1 method="wB97M-V/def2-TZVPD" e_lumo_ev="0.53 / -1.76" homo_ev="-4.79 / -8.48" multiplicity=5 s2=6.0207 e_above_lowest_kj_mol=20.8
O 1.4975 -3.2537 -2.9785 1.1 -0.9 -0.6 0.00
C 2.8713 -3.7434 -2.7922 0.2 0.3 0.6 0.00
C 2.9279 -4.4561 -4.1414 -0.6 0.4 0.3 0.00
H 2.9228 -4.4354 -1.9367 0.1 0.5 -0.1 0.00
H 3.5943 -2.9140 -2.7039 -0.4 -0.3 0.3 0.00
C 1.4586 -3.9613 -4.2503 0.2 -0.7 -0.9 0.00
H 3.0259 -5.5463 -4.0760 0.2 0.4 -0.2 0.00
H 3.6008 -3.9869 -4.8698 -0.1 -0.4 0.2 0.00
C 0.4864 -5.1258 -4.2668 -0.1 0.1 0.0 0.00
H 0.7040 -5.8442 -3.4675 -0.1 0.2 -0.1 0.00
H 0.6013 -5.6409 -5.2290 -0.1 0.0 0.2 0.00
H -0.5443 -4.7681 -4.1851 0.1 -0.1 0.1 0.00
C 1.2396 -3.0438 -5.4320 -0.2 0.1 0.1 0.00
H 1.9774 -2.2335 -5.4384 -0.2 -0.1 0.0 0.00
H 0.2226 -2.6371 -5.4007 0.2 0.1 -0.1 0.00
H 1.3563 -3.6340 -6.3493 0.0 0.2 0.1 0.00
Ir -1.6377 2.7232 1.7341 3.6 -4.8 4.4 1.80
C -1.3756 4.7619 1.3245 1.1 1.6 -0.8 0.10
C -0.4157 4.4597 2.3523 1.1 1.4 -0.8 0.18
C 0.5360 3.5242 1.8079 0.5 1.4 -0.2 0.30
H -0.4163 4.8608 3.3566 0.0 -0.1 -0.2 0.00
C 0.1612 3.2275 0.4642 0.6 1.3 -1.0 0.33
C -1.0426 3.9537 0.1583 1.4 2.0 -1.1 0.09
H -1.5880 3.9282 -0.7812 0.3 0.1 0.2 -0.02
H -2.1933 5.4673 1.4080 0.2 -0.1 0.0 -0.01
H 1.3883 3.1121 2.3300 -0.3 0.0 0.0 0.03
H 0.6994 2.5761 -0.2131 -0.2 0.0 0.2 0.00
C -3.6266 2.7093 2.5838 -1.6 -0.3 0.0 0.10
C -3.6261 2.7915 1.1399 -2.0 -0.7 -0.2 0.18
C -3.0354 1.5660 0.6294 -1.7 -0.7 -0.4 0.10
H -4.0227 3.6119 0.5512 0.1 -0.2 0.1 -0.01
C -2.7577 0.7220 1.7565 -1.6 -0.6 0.0 0.31
C -3.1262 1.4151 2.9451 -1.4 -0.5 0.0 0.29
H -3.0517 1.0401 3.9595 0.2 0.2 -0.3 0.02
H -3.9527 3.4826 3.2717 0.0 -0.3 -0.2 -0.02
H -2.8666 1.3263 -0.4162 -0.2 0.0 0.3 -0.02
H -2.3221 -0.2689 1.7121 0.1 0.3 0.0 0.01
O -0.1606 0.1616 0.6424 0.5 -0.3 -0.1 0.02
C -0.2257 -0.1817 -0.7482 -0.5 0.2 0.1 0.00
C 1.1141 -0.7819 -1.1276 0.4 0.3 0.0 0.00
H -0.4630 0.7282 -1.3181 0.1 -0.1 0.0 0.00
H -1.0614 -0.8821 -0.8959 0.2 0.0 0.1 0.00
C 1.6580 -1.2906 0.2182 -0.6 -0.1 -0.2 0.00
H 1.7625 0.0201 -1.5014 0.0 -0.1 0.0 0.00
H 1.0366 -1.5554 -1.8905 0.0 0.2 0.1 0.00
C 1.1082 -0.2584 1.1854 -0.1 0.5 0.2 0.01
H 2.7421 -1.4060 0.2460 -0.1 0.1 0.0 0.00
H 1.1907 -2.2504 0.4410 0.1 -0.2 0.0 0.00
H 1.7782 0.6143 1.2590 -0.1 -0.1 0.0 0.00
H 0.9073 -0.6113 2.2007 0.1 0.0 -0.2 0.00
C 0.1590 1.4237 5.7577 0.3 -0.3 0.0 0.03
C -0.5356 2.0468 4.5814 -1.1 1.3 -0.9 -0.01
O -1.2569 3.0486 4.8143 0.7 -1.1 -0.3 0.01
O -0.3712 1.5310 3.3965 -0.1 0.3 1.1 0.19
H 0.7691 2.1922 6.2350 0.0 -0.1 0.0 0.00
H 0.7768 0.5765 5.4705 0.0 0.0 0.0 0.00
H -0.5988 1.1092 6.4768 0.1 0.0 0.0 0.00


[4]
62
Properties=species:S:1:pos:R:3:forces:R:3:lowdin_charge:R:1 method="wB97M-V/def2-TZVPD" e_lumo_ev=0.48 homo_ev=-8.39 e_above_lowest_kj_mol=1918.8
C 3.0526 -2.9286 7.2816 3.4 -0.1 -1.3 -0.06
C 1.7425 -2.3471 7.4620 2.5 -6.1 10.5 -0.50
H 1.7670 -1.4623 7.9248 0.8 3.3 2.8 0.10
H 1.2022 -3.1013 8.1523 -0.1 1.3 -0.9 0.17
O 1.2460 -2.1013 6.3843 -8.3 0.5 -12.1 0.03
C 0.4157 -3.1522 5.9189 -0.1 0.3 -2.8 -0.39
O 0.3682 -4.2014 6.4580 -0.3 -1.4 1.2 0.14
N -0.1984 -2.9472 4.6677 2.8 5.6 4.2 -0.09
C -0.1409 -1.6586 4.0678 -2.2 2.7 0.6 -0.11
H 0.3568 -0.8232 4.7038 -0.9 -1.7 -1.1 0.16
H -1.3598 -1.3540 3.8716 3.2 -0.4 0.4 0.18
C 0.5571 -1.8611 2.7380 -1.2 14.1 5.5 -0.36
N 0.0822 -2.6056 1.9110 -9.3 -12.9 -11.2 -0.07
C -0.8867 -2.5168 0.7060 5.5 5.2 4.5 -0.34
O -1.3214 -3.4597 0.1983 -2.0 -2.4 -1.7 0.14
C -0.8328 -1.0542 0.2296 3.7 0.7 -3.5 -0.27
H 0.2487 -0.4404 0.3587 -2.7 -2.1 0.2 0.19
C -0.9154 -1.1758 -1.3295 -0.9 -3.0 -1.7 -0.21
N -0.9297 0.0104 -2.1992 -1.1 1.9 3.6 -0.25
S 0.4777 0.8273 -2.0935 5.6 -4.4 -2.7 0.75
O 1.6350 -0.2776 -2.4265 -4.5 4.5 1.4 -0.39
O 0.6873 1.6233 -0.8908 -0.1 0.0 -1.1 -0.34
C 0.2269 1.7823 -3.6011 -0.1 1.8 1.4 -0.25
C 0.2570 3.2324 -3.3984 0.4 -6.7 -7.1 0.02
C 0.2964 3.7420 -4.7702 0.5 12.3 11.1 -0.05
C -0.0707 3.4024 -5.9282 0.1 -1.4 -1.6 -0.46
C -0.0176 2.1088 -5.8537 -3.4 -11.5 -5.5 -0.04
C -0.0164 1.1073 -4.8941 2.0 11.3 3.8 0.05
H -0.0419 0.1795 -4.7037 -0.4 -7.3 -0.6 0.04
H -0.3878 1.6148 -6.8586 1.1 0.8 1.3 0.17
O -0.3289 3.9309 -7.0782 0.8 3.5 -1.8 0.05
C -0.0286 5.3645 -7.1001 -7.2 1.0 -3.1 -0.32
C 1.2782 5.8585 -7.1872 5.6 0.0 0.3 -0.12
H 1.4823 6.9980 -7.2100 -1.1 -1.9 -0.5 0.12
H 1.8912 5.5978 -6.1942 -1.1 0.0 -2.3 0.12
H 1.6461 5.2900 -8.1002 0.9 1.2 1.1 0.11
H -0.5366 5.8445 -6.3501 -1.2 0.5 2.8 0.06
H -0.8632 5.8297 -7.9352 2.8 -1.6 1.3 0.20
H 0.2456 5.0289 -4.5247 0.5 -3.1 -1.1 0.18
H 0.4915 3.5586 -2.4552 0.5 1.7 1.7 0.07
C -2.0371 1.1086 -1.5525 -1.2 -4.1 -1.0 -0.06
C -2.1639 1.1084 0.1263 11.4 -2.7 -6.0 -0.10
C -1.9258 -0.2713 0.7434 -4.2 1.3 0.8 -0.20
H -1.7898 -0.0540 1.8205 -0.6 -0.7 -0.3 0.12
H -2.8451 -0.9300 0.4559 0.9 1.1 1.3 0.17
H -0.9903 1.7648 0.1093 -3.5 -1.9 1.3 0.18
H -2.7746 1.8172 0.2509 -5.6 4.6 2.1 0.00
H -1.7733 2.0807 -2.1109 -1.1 -1.5 1.1 0.11
H -2.8949 0.3906 -1.9842 1.0 2.6 0.7 0.14
H -0.1129 -1.8644 -1.7143 -0.3 1.0 0.6 0.13
H -1.8031 -1.8155 -1.7235 0.8 1.3 1.3 0.15
C -0.1570 -4.0229 2.4868 1.4 1.4 0.1 -0.01
H -0.6573 -4.6606 1.6526 0.9 1.0 2.1 0.14
C -0.9251 -3.7317 3.8912 -3.7 -5.1 -3.7 -0.20
H -0.9050 -4.6515 4.3904 -0.5 -1.9 0.5 0.09
H -2.1708 -3.5302 3.7100 3.5 0.2 0.5 0.20
H 0.9488 -4.3396 2.7271 -2.2 -0.1 -0.2 0.15
H 0.5276 -0.7350 2.3172 0.5 -1.9 0.6 0.18
H 1.4860 -2.0584 2.8568 6.8 -1.1 1.7 0.08
H 3.4573 -2.0825 6.6357 1.0 -1.5 0.6 0.11
H 3.1313 -3.9289 6.7410 -0.6 1.4 0.5 0.11
H 3.5971 -3.0572 8.2184 0.2 0.3 -0.1 0.08